Density functional theory data (ωB97M-V/def2-TZVPD) for a molecular structure, C6H9N.

Summary:
2S+1: 1
Calculated total energy, a.u.: -288.593842
Molecular weight, g/mol: 95.145
Relative energy (zero: lowest compared OMol25 entry of this formula, charge and spin), kcal/mol: 118.1

```
16
C6H9N ωB97M-V/def2-TZVPD
C 1.828 -0.616 0.080
N 0.825 0.428 -0.014
C -0.208 0.603 1.053
C -1.011 1.368 -0.068
C -0.330 0.266 -0.913
C -1.066 -0.965 -0.332
C -1.172 -0.543 1.111
H 1.447 -1.646 0.170
H 2.452 -0.569 -0.819
H 2.467 -0.415 0.945
H 0.104 1.089 1.979
H -0.582 2.364 -0.196
H -2.103 1.395 -0.024
H -0.154 0.354 -1.988
H -2.008 -1.266 -0.801
H -0.438 -1.869 -0.297
```